# 1
11
Properties=species:S:1:pos:R:3 method="wB97M-V/def2-TZVPD" total_energy_ev=-18691.2938 smiles="C=C(Cl)/C=N/N"
C -1.872 1.306 0.670
C -0.519 1.134 0.364
Cl 0.352 2.385 -0.147
C 0.192 -0.230 0.087
N 1.349 -0.353 -0.546
N 1.765 -1.610 -0.710
H -2.486 0.350 0.834
H -2.232 2.318 1.193
H -0.514 -1.020 0.151
H 2.634 -1.657 -1.294
H 1.332 -2.623 -0.602

=====

# 2
14
Properties=species:S:1:pos:R:3 method="wB97M-V/def2-TZVPD" total_energy_ev=-8367.5291
C 0.559 0.415 0.876
C 0.405 -1.072 1.166
O 0.153 -1.620 -0.106
C -0.720 -0.769 -0.756
C -0.390 1.439 -1.485
O -0.488 0.563 -0.135
H 0.377 1.049 1.754
H 1.522 0.679 0.427
H 1.297 -1.551 1.564
H -0.454 -1.241 1.829
H -1.790 -0.913 -0.580
H -0.502 -0.804 -1.825
H -0.677 2.435 -1.142
H 0.709 1.390 -1.586

=====

# 3
11
Properties=species:S:1:pos:R:3 method="wB97M-V/def2-TZVPD" total_energy_ev=-9237.1094
C -2.179 -0.762 -1.401
C 1.542 -0.269 0.086
C 1.031 0.035 1.536
C 0.103 0.853 1.007
N -2.111 0.012 -0.562
N 0.559 0.664 -0.346
O 2.405 -0.802 -0.558
H -2.103 -1.549 -2.260
H 1.361 -0.272 2.423
H -0.692 1.552 1.342
H 0.083 0.538 -1.268

=====

# 4
21
Properties=species:S:1:pos:R:3 method="wB97M-V/def2-TZVPD" total_energy_ev=-7485.4753 smiles=CC(C)(C)C1CC1
C -0.752 1.678 0.721
C -0.489 0.270 0.176
C -1.020 0.187 -1.259
C -1.196 -0.762 1.068
C 0.997 -0.053 0.282
C 2.008 -0.118 -0.825
C 1.490 -1.383 -0.189
H -0.293 1.801 1.710
H -0.343 2.446 0.053
H -1.829 1.853 0.828
H -2.109 0.310 -1.262
H -0.591 0.977 -1.886
H -0.803 -0.777 -1.735
H -0.890 -0.632 2.114
H -2.284 -0.666 1.017
H -0.934 -1.784 0.770
H 1.428 0.265 1.231
H 1.695 0.053 -1.850
H 3.014 0.237 -0.616
H 2.088 -1.995 0.478
H 0.804 -1.955 -0.812

=====

# 5
23
Properties=species:S:1:pos:R:3 method="wB97M-V/def2-TZVPD" total_energy_ev=-37128.1509 total_charge=-1
C -0.656 1.684 1.034
C -1.035 1.742 -0.323
C 1.076 1.174 -0.208
C -0.020 1.240 -2.426
C -0.558 -1.884 -0.045
N 0.681 1.515 1.060
N -0.011 1.274 -1.063
O -1.429 -2.985 2.058
O 0.206 -4.382 0.786
O -2.279 -4.356 0.031
O 0.731 -1.924 -0.456
O 0.956 -1.519 2.126
P -0.526 -1.333 1.882
P -1.188 -3.538 0.587
H -1.222 1.842 2.023
H -1.946 1.882 -0.914
H 2.068 1.098 -0.562
H -0.920 1.308 -2.945
H 0.725 0.580 -2.802
H 1.284 1.236 1.835
H 1.272 -1.493 0.335
H 0.763 -3.831 1.284
H -1.157 -1.269 -0.709

=====

# 6
9
Properties=species:S:1:pos:R:3 method="wB97M-V/def2-TZVPD" total_energy_ev=-40989.0804
C 1.379 -0.663 0.000
N 0.902 0.555 0.004
O 0.660 -1.614 0.205
O -1.662 -0.080 1.594
P -1.290 0.227 0.232
Cl -1.838 -1.077 -1.138
Cl -1.953 1.986 -0.386
H 2.471 -0.733 -0.173
H 1.332 1.398 -0.338

=====

# 7
56
Properties=species:S:1:pos:R:3 method="wB97M-V/def2-TZVPD" total_energy_ev=-46722.1978 smiles="CCOC(=O)c1c(C)[nH]c(C)c1S(=O)(=O)N(C)CC(=O)NCc1ccc(C)cc1"
C 3.321 -0.526 3.638
C 3.006 0.239 2.367
O 2.417 -0.679 1.446
C 2.243 -0.282 0.191
O 2.687 0.739 -0.284
C 1.446 -1.282 -0.529
C 1.577 -1.733 -1.825
C 2.520 -1.316 -2.892
N 0.655 -2.720 -1.998
C -0.085 -2.906 -0.867
C -1.178 -3.906 -0.817
C 0.385 -2.020 0.070
S -0.293 -1.660 1.662
O 0.230 -2.556 2.649
O -0.205 -0.243 1.923
N -1.916 -2.063 1.410
C -2.570 -2.710 2.528
C -2.695 -0.989 0.822
C -2.143 -0.564 -0.542
O -2.484 -1.116 -1.574
N -1.329 0.497 -0.495
C -0.726 1.085 -1.679
C -0.703 2.581 -1.536
C 0.442 3.221 -1.079
C 0.453 4.593 -0.909
C -0.676 5.357 -1.185
C -0.645 6.845 -1.014
C -1.819 4.710 -1.635
C -1.834 3.338 -1.808
H 3.661 0.160 4.409
H 4.092 -1.269 3.453
H 2.422 -1.036 3.972
H 3.901 0.679 1.912
H 2.278 1.035 2.558
H 3.204 -2.125 -3.148
H 3.095 -0.463 -2.545
H 1.976 -1.031 -3.792
H 0.502 -3.217 -2.861
H -1.339 -4.232 0.205
H -2.098 -3.454 -1.188
H -0.934 -4.765 -1.441
H -3.406 -3.305 2.160
H -2.936 -1.988 3.266
H -1.836 -3.357 3.001
H -3.708 -1.369 0.660
H -2.734 -0.119 1.493
H -0.936 0.761 0.402
H 0.295 0.709 -1.806
H -1.336 0.768 -2.530
H 1.326 2.640 -0.859
H 1.350 5.081 -0.556
H -1.651 7.258 -1.002
H -0.142 7.116 -0.088
H -0.097 7.304 -1.837
H -2.707 5.286 -1.854
H -2.732 2.847 -2.156

=====

# 8
82
Properties=species:S:1:pos:R:3 method="wB97M-V/def2-TZVPD" total_energy_ev=-472382.6303 smiles="C[C@H]1COC(=O)O1.C[C@H]1COC(=O)O1.C[C@H]1COC(=O)O1.C[C@H]1COC(=O)O1.BrCCBr.BrCCBr.BrCCBr.O.O"
C 2.337 -3.173 0.978
C 3.209 -4.027 0.121
C 4.603 -4.106 0.830
O 4.758 -5.518 1.093
C 3.724 -6.227 0.689
O 3.723 -7.468 0.731
O 2.787 -5.376 0.230
H 2.657 -2.133 1.040
H 2.386 -3.530 2.007
H 1.312 -3.332 0.642
H 3.307 -3.583 -0.869
H 4.740 -3.463 1.699
H 5.319 -3.760 0.083
C -0.888 -0.689 3.332
C 0.655 -0.897 3.617
C 1.393 -0.108 4.691
O 2.047 -1.057 5.435
C 1.694 -2.322 5.071
O 2.178 -3.375 5.463
O 0.780 -2.214 4.120
H -1.263 -1.483 2.687
H -0.893 0.165 2.656
H -1.511 -0.524 4.211
H 1.194 -0.922 2.670
H 0.764 0.537 5.304
H 2.099 0.616 4.286
C -3.387 2.464 4.890
C -3.010 3.315 3.720
C -1.495 3.310 3.419
O -1.450 2.925 2.069
C -2.745 2.552 1.650
O -3.028 2.038 0.565
O -3.649 2.802 2.557
H -2.983 1.459 4.763
H -4.467 2.360 4.999
H -2.932 2.989 5.729
H -3.385 4.334 3.804
H -1.052 2.583 4.100
H -1.079 4.299 3.611
C -0.459 3.591 -3.662
C -1.686 4.060 -2.882
C -1.217 4.667 -1.582
O -1.309 6.071 -1.808
C -1.952 6.359 -2.956
O -2.271 7.509 -3.283
O -2.374 5.193 -3.525
H -0.871 3.119 -4.554
H 0.162 2.860 -3.144
H 0.206 4.394 -3.981
H -2.478 3.313 -2.903
H -0.231 4.265 -1.349
H -1.882 4.507 -0.733
Br -2.149 -5.276 -0.345
C -1.716 -4.842 -2.181
C -0.336 -5.468 -2.364
Br 0.284 -5.307 -4.249
H -1.703 -3.754 -2.247
H -2.425 -5.381 -2.809
H -0.262 -6.501 -2.027
H 0.377 -4.903 -1.764
Br 0.887 -0.841 -2.834
C -0.721 -0.313 -1.751
C -0.255 -0.220 -0.313
Br 0.947 1.374 -0.035
H -1.557 -0.992 -1.914
H -0.926 0.697 -2.107
H 0.299 -1.095 0.027
H -1.142 -0.091 0.307
Br 4.951 -0.811 -2.542
C 3.907 0.900 -2.938
C 3.593 0.916 -4.430
Br 2.390 2.457 -4.912
H 4.442 1.757 -2.530
H 3.036 0.977 -2.288
H 3.055 -0.009 -4.636
H 4.482 0.974 -5.057
O -2.823 1.085 -4.167
H -3.503 1.584 -4.620
H -3.177 0.940 -3.289
O -3.784 0.899 -1.754
H -3.658 1.444 -0.978
H -4.600 0.428 -1.588

=====

# 9
42
Properties=species:S:1:pos:R:3 method="wB97M-V/def2-TZVPD" total_energy_ev=-19679.9664 total_charge=-1
C 2.642 0.546 2.975
C 1.377 1.367 2.821
B 0.324 1.029 1.560
O 1.166 0.987 0.344
C -0.826 2.212 1.551
C -0.936 3.039 0.140
C -2.443 3.714 -0.113
O -3.142 2.924 -1.181
C -0.396 -0.401 1.949
C -1.610 -0.858 0.947
C -1.330 -2.330 0.205
C -0.595 -1.927 -1.243
C 0.162 -3.212 -1.922
O 0.768 -2.971 -3.235
C 1.492 -1.696 -3.313
C 2.687 -1.493 -2.211
H 3.284 0.608 3.978
H 3.060 -0.164 2.144
H 1.176 2.198 3.621
H 1.682 0.124 0.308
H -0.551 2.949 2.434
H -1.911 1.788 1.784
H -0.689 2.410 -0.824
H -0.198 3.968 0.187
H -2.239 4.779 -0.609
H -3.079 3.790 0.867
H -2.939 1.949 -1.061
H 0.411 -1.266 2.113
H -0.880 -0.241 3.028
H -2.627 -0.964 1.515
H -1.794 -0.102 0.041
H -2.314 -2.938 0.013
H -0.577 -2.977 0.869
H -1.440 -1.503 -1.943
H 0.139 -1.033 -0.964
H 0.969 -3.699 -1.212
H -0.673 -4.053 -2.065
H 0.782 -0.737 -3.349
H 2.031 -1.695 -4.379
H 2.907 -0.320 -2.175
H 3.707 -2.001 -2.479
H 2.421 -1.800 -1.115

=====

# 10
56
Properties=species:S:1:pos:R:3 method="wB97M-V/def2-TZVPD" total_energy_ev=-66660.2757 total_charge=+1
Ir 0.419 -0.647 0.298
O 0.544 -0.359 2.425
C 0.227 0.799 2.987
C 1.002 1.346 4.016
C 0.609 2.521 4.633
C -0.562 3.189 4.259
C -1.337 2.661 3.250
C -0.943 1.483 2.599
C -1.764 0.954 1.538
N -1.407 0.027 0.728
N -2.404 -0.347 -0.225
C -1.889 -1.100 -1.137
O -0.601 -1.485 -1.145
C -2.708 -1.629 -2.251
C -2.209 -2.655 -3.047
C -2.982 -3.172 -4.076
C -4.248 -2.659 -4.316
C -4.744 -1.630 -3.524
C -3.980 -1.115 -2.491
H 1.897 0.819 4.318
H 1.223 2.928 5.427
H -0.860 4.098 4.762
H -2.253 3.156 2.944
H -2.762 1.355 1.377
H -1.219 -3.048 -2.859
H -2.598 -3.978 -4.688
H -4.849 -3.059 -5.123
H -5.733 -1.232 -3.712
H -4.358 -0.317 -1.867
C 4.048 0.562 0.181
C 3.834 -0.896 -0.233
S 2.241 -1.325 -0.977
C 2.124 -0.274 -2.417
C 1.751 1.166 -2.173
S 0.325 1.285 -1.079
C 0.807 2.738 -0.104
C 2.221 2.742 0.506
S 2.704 1.172 1.229
H 4.180 1.211 -0.683
H 4.972 0.605 0.757
H 3.885 -1.561 0.630
H 4.616 -1.202 -0.930
H 1.365 -0.767 -3.029
H 3.071 -0.354 -2.953
H 1.474 1.624 -3.124
H 2.566 1.742 -1.754
H 0.046 2.778 0.672
H 0.686 3.625 -0.731
H 2.226 3.491 1.298
H 2.982 3.044 -0.213
C -0.394 -3.080 2.046
O 0.428 -2.676 0.919
H -0.267 -4.147 2.206
H -1.438 -2.834 1.856
H -0.033 -2.517 2.900
H 0.070 -3.057 0.100

=====

# 11
65
Properties=species:S:1:pos:R:3 method="wB97M-V/def2-TZVPD" total_energy_ev=-76354.2013 total_charge=+1 multiplicity=3
V -0.702 -1.940 0.347
O 0.460 -8.626 -0.313
C 0.470 -7.859 -1.284
O 0.643 -7.988 -2.502
C 0.215 -6.376 -0.873
C 0.178 -5.376 -1.842
C -0.029 -4.078 -1.450
N -0.162 -3.762 -0.143
C -0.197 -4.731 0.797
C -0.002 -6.045 0.462
C -0.476 -4.183 2.152
C -0.563 -4.936 3.303
C -0.810 -4.290 4.504
C -0.960 -2.911 4.524
C -0.884 -2.221 3.335
N -0.659 -2.842 2.165
C -0.130 -2.879 -2.326
C -0.022 -2.894 -3.700
C -0.113 -1.694 -4.388
C -0.307 -0.512 -3.687
C -0.426 -0.569 -2.317
N -0.353 -1.730 -1.645
H 0.315 -5.676 -2.875
H -0.007 -6.855 1.183
H -0.443 -6.010 3.257
H -0.882 -4.860 5.422
H -1.143 -2.376 5.446
H -1.010 -1.147 3.298
H 0.129 -3.830 -4.220
H -0.033 -1.681 -5.467
H -0.375 0.440 -4.194
H -0.592 0.323 -1.728
C -1.805 7.788 -2.850
O -1.120 6.538 -2.828
C -0.477 6.205 -1.689
C -0.448 7.001 -0.550
C 0.251 6.568 0.571
C 0.861 5.332 0.587
C 0.861 4.548 -0.570
C 0.211 4.987 -1.701
N 1.560 4.976 1.793
N 1.558 3.821 2.232
C 0.678 2.800 1.738
C -0.683 2.938 1.699
C -1.543 1.856 1.379
C -1.003 0.644 1.081
O -1.668 -0.500 0.712
C 0.398 0.490 1.131
N 0.850 -0.773 0.818
C 2.150 -1.003 0.864
C 3.075 -0.014 1.225
C 2.636 1.244 1.535
C 1.255 1.533 1.484
H -2.234 7.880 -3.841
H -1.114 8.615 -2.678
H -2.600 7.811 -2.103
H -0.948 7.957 -0.527
H 0.301 7.190 1.457
H 1.423 3.623 -0.595
H 0.231 4.416 -2.622
H -1.111 3.905 1.931
H -2.617 1.992 1.365
H 2.476 -2.007 0.618
H 4.127 -0.263 1.259
H 3.335 2.018 1.831

=====

# 12
10
Properties=species:S:1:pos:R:3 method="wB97M-V/def2-TZVPD" total_energy_ev=-8763.1431
C 2.839 0.985 0.527
C 1.601 0.714 0.506
C 0.336 0.302 0.256
C -0.861 1.006 0.048
O -1.842 0.154 -0.227
N -1.502 -1.101 -0.289
C -0.082 -1.086 -0.131
H 0.332 -1.052 -1.159
H -1.133 2.047 0.100
H 0.313 -1.970 0.371

=====

# 13
20
Properties=species:S:1:pos:R:3 method="wB97M-V/def2-TZVPD" total_energy_ev=-7919.6849 smiles="C=C(C)C[C@H](C)N"
C -0.767 0.192 -1.943
C -1.131 -0.272 -0.699
C -2.479 -0.087 -0.087
C -0.015 -0.893 0.139
C 1.232 -0.027 0.254
C 2.115 -0.391 1.457
N 0.825 1.387 0.390
H -0.486 1.232 -2.112
H -0.262 -0.471 -2.651
H -2.783 -1.105 0.168
H -3.175 0.392 -0.771
H -2.546 0.540 0.814
H 0.321 -1.897 -0.151
H -0.505 -0.947 1.122
H 1.852 -0.060 -0.641
H 1.486 -0.473 2.344
H 2.411 -1.430 1.261
H 2.950 0.295 1.537
H 1.385 1.943 1.028
H -0.081 1.571 0.808

=====

# 14
2
Properties=species:S:1:pos:R:3 method="wB97M-V/def2-TZVPD" total_energy_ev=-2061.5595
C -0.956 0.009 0.049
C 0.956 -0.009 -0.049

=====

# 15
22
Properties=species:S:1:pos:R:3 method="wB97M-V/def2-TZVPD" total_energy_ev=-12360.0058 total_charge=+1
C -3.504 1.302 -1.510
C -1.696 -0.078 -0.303
N -1.141 -1.356 -0.267
N -2.466 0.238 -1.497
N -1.340 0.910 0.495
H -1.438 -2.061 -0.888
H -0.299 -1.670 0.128
H -2.516 -0.506 -2.222
H -1.089 1.849 0.007
H -0.623 0.794 1.279
H -4.435 0.977 -0.809
H -3.806 1.521 -2.453
H -3.252 2.356 -1.009
C 3.409 0.474 1.467
C 2.517 -0.478 0.916
O 1.375 -0.209 0.427
N 3.004 -1.809 0.501
H 4.078 0.698 0.686
H 3.932 0.269 2.371
H 2.424 -2.570 0.182
H 3.882 -2.120 1.016
H 2.985 1.467 1.483

=====

# 16
10
Properties=species:S:1:pos:R:3 method="wB97M-V/def2-TZVPD" total_energy_ev=-9316.3676
O -1.625 0.757 -1.687
C -0.590 0.540 -1.060
C -0.543 -0.180 0.215
O -1.542 -0.873 0.828
C 0.743 -0.227 0.695
O 1.774 0.376 0.024
H 0.335 1.064 -1.276
H -2.243 -0.611 0.272
H 1.104 -0.730 1.706
H 2.587 -0.116 0.283